Below is C29H48GaN4O7P2S as an isolated structure, with properties calculated with ωB97M-V/def2-TZVPD.

Structure (XYZ):
```
92
Properties=species:S:1:pos:R:3:forces:R:3
Ga -0.017 0.187 -0.045 0.2 0.0 -0.2
C 1.764 -4.997 -2.025 -0.1 -0.1 0.0
C 1.562 -3.508 -2.145 0.1 0.0 0.0
C 2.448 -2.838 -3.167 -0.1 0.0 -0.1
O 0.146 -3.291 -2.565 0.1 -0.1 0.0
P -0.836 -2.388 -1.787 0.0 0.0 0.1
O -0.295 -0.992 -1.543 -0.1 0.0 0.0
C -1.139 -3.165 -0.177 -0.1 0.1 0.0
P -1.880 -2.041 1.017 0.0 -0.1 0.0
O -0.966 -0.831 1.195 0.0 0.2 0.0
O -3.250 -1.707 0.373 0.0 0.0 0.1
C -4.265 -0.833 1.046 -0.1 0.1 0.0
C -4.195 0.526 0.390 0.1 -0.1 0.0
C -5.597 -1.520 0.893 0.0 -0.1 -0.1
O -2.019 -2.675 2.413 0.0 -0.1 -0.1
C -2.884 -3.870 2.712 -0.1 -0.1 0.1
C -3.692 -3.516 3.934 0.0 0.0 0.0
C -1.971 -5.057 2.902 0.1 0.1 0.0
O -2.139 -2.306 -2.603 0.1 0.0 0.0
C -2.809 -3.504 -3.227 0.0 -0.1 -0.1
C -4.257 -3.452 -2.812 0.0 0.1 0.0
C -2.579 -3.427 -4.714 0.0 0.1 0.0
H 2.791 -5.196 -1.714 -0.1 0.0 0.0
H 1.598 -5.481 -2.989 0.0 0.0 0.0
H 1.090 -5.442 -1.290 0.0 0.0 0.0
H 1.691 -3.021 -1.172 -0.1 0.0 0.0
H 2.226 -3.224 -4.163 0.0 0.0 0.0
H 3.494 -3.049 -2.938 0.0 0.0 0.0
H 2.301 -1.757 -3.165 0.0 0.0 0.0
H -0.178 -3.494 0.230 0.0 0.0 0.0
H -1.779 -4.041 -0.315 0.0 0.0 0.0
H -3.987 -0.762 2.099 0.1 -0.1 0.0
H -4.377 0.434 -0.683 0.0 0.0 0.0
H -3.221 0.991 0.559 0.0 0.0 0.0
H -4.961 1.172 0.819 0.0 0.0 0.0
H -5.882 -1.577 -0.159 0.0 0.0 0.0
H -6.359 -0.953 1.428 0.0 0.0 0.0
H -5.575 -2.529 1.309 0.0 0.0 0.0
H -3.541 -4.015 1.850 0.0 0.1 0.0
H -3.031 -3.310 4.777 0.0 0.0 0.0
H -4.332 -4.359 4.194 0.0 0.0 0.0
H -4.326 -2.645 3.762 0.0 0.0 0.0
H -1.287 -4.877 3.733 0.0 0.0 0.0
H -1.389 -5.277 2.006 0.0 0.0 0.0
H -2.572 -5.935 3.137 0.0 0.0 0.0
H -2.322 -4.394 -2.819 0.1 0.1 0.1
H -4.752 -2.593 -3.267 0.0 0.0 0.0
H -4.356 -3.384 -1.727 0.0 0.0 0.0
H -4.760 -4.357 -3.151 0.0 0.0 0.0
H -3.069 -2.546 -5.130 0.0 0.0 0.0
H -3.005 -4.312 -5.188 0.0 0.0 0.0
H -1.515 -3.395 -4.948 0.0 0.0 0.0
N 1.846 0.107 0.216 0.0 0.2 0.1
S 2.590 -0.917 1.246 -0.1 -0.1 0.0
C 3.514 0.122 2.362 0.0 -0.1 -0.1
C 4.717 -0.349 2.876 0.0 0.0 0.0
C 5.390 0.436 3.800 0.0 0.0 0.0
C 4.861 1.658 4.197 0.0 0.0 0.0
C 3.649 2.100 3.685 0.0 0.0 0.0
C 2.955 1.328 2.764 0.0 0.0 0.0
C 3.851 -1.747 0.323 -0.1 0.1 0.1
C 3.858 -3.133 0.379 0.1 -0.1 0.0
C 4.833 -3.824 -0.331 0.0 0.0 0.0
C 5.768 -3.123 -1.080 0.0 0.0 0.0
C 5.745 -1.730 -1.122 0.1 0.0 0.0
C 4.787 -1.029 -0.412 0.1 0.0 -0.1
H 2.431 0.897 -0.040 0.0 0.0 -0.1
H 5.131 -1.300 2.565 0.0 0.0 0.0
H 6.331 0.089 4.206 0.0 0.0 0.0
H 5.395 2.265 4.916 0.0 0.0 0.0
H 3.235 3.046 4.008 0.0 0.0 0.0
H 1.999 1.659 2.381 0.0 0.0 0.0
H 3.132 -3.668 0.984 0.0 0.0 0.0
H 4.869 -4.905 -0.284 0.0 0.0 0.0
H 6.532 -3.662 -1.627 0.0 0.0 0.0
H 6.489 -1.191 -1.696 0.0 0.0 0.0
H 4.790 0.056 -0.419 0.0 0.0 0.0
C -2.109 4.805 -2.549 0.1 0.0 0.0
N -1.522 3.770 -1.693 -0.1 0.1 0.1
C -1.151 3.982 -0.290 0.0 0.0 -0.1
C -0.677 2.603 0.070 0.1 -0.1 0.2
O -0.254 2.100 1.111 -0.1 0.1 0.0
N -0.751 1.793 -1.012 0.0 0.0 0.2
C -1.265 2.519 -2.048 0.0 0.0 -0.1
N -1.470 2.002 -3.243 0.0 0.0 0.0
H -2.537 5.576 -1.916 0.0 0.0 0.0
H -2.913 4.384 -3.152 0.0 0.0 0.0
H -1.357 5.258 -3.194 0.0 0.0 0.0
H -1.998 4.298 0.319 -0.1 0.0 0.0
H -0.354 4.720 -0.178 0.0 0.0 0.0
H -1.241 1.034 -3.406 0.0 0.0 0.0
H -1.783 2.563 -4.018 0.0 0.0 0.0
```
Forces are in eV/Å.

Properties
Charge: +3
Frontier orbital gap in eV: 9.296
LUMO energy in eV: -7.018

Here are the Löwdin charges for atoms 1 to 6, given in e: 0.35, -0.01, -0.40, -0.01, -0.15, 0.50